--- A ---
A cluster of 2 separate species, C2H5FNO in total. Source: the Open Molecules 2025 dataset; level of theory: ωB97M-V/def2-TZVPD.

CARTESIAN COORDINATES (ANGSTROEM)
C: 0.7530 -0.4888 -0.6643
C: -2.0467 0.9740 0.1851
N: -2.6361 -0.1643 0.2033
O: -2.1591 -1.3450 -0.0538
F: -3.0918 2.0083 0.5500
H: 1.3021 0.3852 -0.8410
H: 0.6330 -1.0400 -1.5949
H: 1.4438 -0.9085 0.0616
H: -0.2657 -0.3996 -0.1636
H: -3.7080 0.0045 0.4698

Output
LUMO energy ... 4.75 eV
Charge ... -1
Orbital gap ... 8.02 eV
Highest occupied orbital energy ... -0.1204 Eh

---

--- B ---
A cluster of 3 separate species, C2H5FNO in total. Source: the Open Molecules 2025 dataset; level of theory: ωB97M-V/def2-TZVPD.

CARTESIAN COORDINATES (ANGSTROEM)
C: -1.0925 0.4647 -0.1350
C: 0.3235 0.0618 -0.0843
N: 0.7752 -1.0872 0.0986
O: 1.7564 -1.7891 -0.0051
F: 2.3345 2.1208 -0.0124
H: -1.2200 1.3906 0.4012
H: -1.6962 -0.3022 0.3181
H: -1.2779 0.5930 -1.1971
H: 1.1288 0.7757 -0.1317
H: -1.0318 -2.2282 0.7478

Output
LUMO energy (spin up / spin down) ... 2.71 / 3.79 eV
Charge ... -1
Orbital gap (spin up / spin down) ... 6.72 / 8.02 eV
Highest occupied orbital energy (spin up / spin down) ... -0.1474 / -0.1555 Eh

---

Relative energies in kJ/mol: A 0.0; B 174.8

---

--- A ---
A structure of composition C32H37AsBrINO6W. Source: the Open Molecules 2025 dataset; level of theory: ωB97M-V/def2-TZVPD.

CARTESIAN COORDINATES (ANGSTROEM)
W: -0.3548 0.3748 0.8818
C: -3.4625 -0.3880 2.1339
O: -2.1226 -0.8964 1.8662
C: -2.0512 -2.3211 1.7592
C: -1.7282 -2.5702 0.3283
O: -0.5202 -1.8227 0.0342
C: 0.6936 -2.6290 0.0434
C: 1.5296 -2.2780 1.2273
O: 1.6787 -0.8602 1.1735
C: 2.8987 -0.3818 1.7726
H: -4.0362 -0.3267 1.2107
H: -3.3605 0.5948 2.5774
H: -3.9456 -1.0529 2.8450
H: -2.9916 -2.7890 2.0465
H: -1.2743 -2.6710 2.4419
H: -2.5053 -2.1515 -0.3109
H: -1.5965 -3.6220 0.0844
H: 1.2197 -2.3957 -0.8788
H: 0.4357 -3.6861 0.0439
H: 2.5038 -2.7628 1.1356
H: 1.0916 -2.5702 2.1849
H: 3.7372 -0.9297 1.3460
H: 2.8769 -0.5163 2.8539
H: 2.9902 0.6716 1.5264
N: 0.9237 2.4730 1.2662
C: -0.3659 3.2477 1.3684
C: -1.1821 2.4783 0.3729
O: -1.1251 2.6685 -0.8113
O: -1.9350 1.4505 0.9035
H: 1.5042 2.7621 2.0500
H: 1.3630 2.7846 0.4001
H: -0.3674 4.2966 1.0748
H: -0.7546 3.1665 2.3795
O: 0.7082 0.5127 -0.6804
As: -0.0070 0.6704 -2.3439
C: 0.9887 -0.6486 -3.2850
C: 2.2210 -1.0843 -2.8039
C: 3.0254 -1.8794 -3.6091
C: 2.6027 -2.2260 -4.8849
C: 1.3848 -1.7668 -5.3713
C: 0.5799 -0.9606 -4.5815
C: 0.6040 2.2693 -3.1299
C: 1.9105 2.6578 -2.8397
C: 2.4050 3.8110 -3.4275
C: 1.6005 4.5519 -4.2872
C: 0.3097 4.1367 -4.5834
C: -0.2061 2.9877 -4.0004
C: -1.8274 0.1463 -2.4956
C: -2.0514 -1.1983 -2.8153
C: -3.3353 -1.6236 -3.1151
C: -4.3820 -0.7099 -3.1461
C: -4.1471 0.6349 -2.8868
C: -2.8734 1.0731 -2.5631
H: 2.5624 -0.7894 -1.8186
H: 3.9899 -2.2117 -3.2484
H: 3.2316 -2.8437 -5.5120
H: 1.0688 -2.0227 -6.3736
H: -0.3536 -0.5772 -4.9760
H: 2.5385 2.0655 -2.1840
H: 3.4162 4.1322 -3.2172
H: 1.9881 5.4576 -4.7341
H: -0.3008 4.7102 -5.2676
H: -1.2147 2.6687 -4.2284
H: -1.2257 -1.8941 -2.8717
H: -3.5140 -2.6630 -3.3581
H: -5.3765 -1.0418 -3.4148
H: -4.9528 1.3523 -2.9673
H: -2.6989 2.1248 -2.3989
Br: 0.4414 -2.9747 4.9652
C: 0.7514 -1.5980 6.2091
C: 1.0907 -1.9232 7.5224
C: 1.3388 -0.9127 8.4412
C: 1.2477 0.4239 8.0848
C: 0.9099 0.7867 6.7792
C: 0.6816 -0.2584 5.9392
I: 0.0639 0.4009 3.5983
H: 1.1608 -2.9652 7.8046
H: 1.6045 -1.1778 9.4553
H: 1.4369 1.2057 8.8081
H: 0.8362 1.8231 6.4822

Output
LUMO energy (spin up / spin down) ... -9.98 / -10.15 eV
Charge ... +3
Orbital gap (spin up / spin down) ... 6.24 / 6.32 eV
Multiplicity ... 3
Highest occupied orbital energy (spin up / spin down) ... -0.5958 / -0.6049 Eh

---

--- B ---
A structure of composition C32H37AsBrINO6W. Source: the Open Molecules 2025 dataset; level of theory: ωB97M-V/def2-TZVPD.

CARTESIAN COORDINATES (ANGSTROEM)
W: 0.7438 0.3332 0.1817
C: 2.4269 3.4478 0.8355
O: 1.9951 2.2230 1.4538
C: 1.7248 2.3984 2.8358
C: 1.4003 1.0362 3.3708
O: 0.4179 0.4436 2.5010
C: -0.8655 0.1776 3.1178
C: -1.5118 -0.9358 2.3549
O: -1.6277 -0.5221 0.9875
C: -2.9806 -0.1239 0.6882
H: 1.6690 4.2194 0.9838
H: 2.5581 3.2612 -0.2235
H: 3.3686 3.7644 1.2850
H: 0.8861 3.0914 2.9611
H: 2.6026 2.8089 3.3423
H: 0.9953 1.1069 4.3789
H: 2.2723 0.3823 3.3971
H: -1.4624 1.0921 3.0721
H: -0.7019 -0.1110 4.1559
H: -2.4951 -1.1695 2.7636
H: -0.8986 -1.8300 2.3934
H: -3.6118 -1.0139 0.7116
H: -2.9984 0.3295 -0.2934
H: -3.3356 0.6072 1.4161
N: 2.9856 -0.2123 0.6136
C: 3.3120 -0.5530 -0.8042
C: 2.0653 -0.0183 -1.4087
O: 1.6013 -1.7154 -3.1074
O: 1.8250 1.2880 -1.0584
H: 3.5076 0.6028 0.9184
H: 3.1785 -0.9976 1.2265
H: 3.3864 -1.6291 -0.9479
H: 4.2151 -0.0853 -1.1978
O: 0.7179 -1.5323 0.7446
As: 0.1447 -2.3744 -0.6971
C: -1.4676 -3.2936 -0.3442
C: -1.5261 -4.0474 0.8292
C: -2.6295 -4.8507 1.0628
C: -3.6475 -4.9267 0.1182
C: -3.5640 -4.2098 -1.0653
C: -2.4700 -3.3872 -1.3065
C: 1.4805 -3.6979 -0.9443
C: 1.4013 -4.5482 -2.0446
C: 2.2870 -5.6067 -2.1412
C: 3.2365 -5.8151 -1.1458
C: 3.2971 -4.9752 -0.0450
C: 2.4146 -3.9071 0.0648
C: -0.0547 -0.6780 -1.6558
C: -1.3688 -0.4032 -2.2837
C: -1.4281 0.3222 -3.4018
C: -0.2273 0.8786 -4.0339
C: 0.9925 0.5464 -3.6215
C: 1.1849 -0.4880 -2.5483
H: -0.7165 -4.0332 1.5503
H: -2.6875 -5.4359 1.9706
H: -4.5005 -5.5672 0.2986
H: -4.3435 -4.2960 -1.8100
H: -2.4079 -2.8597 -2.2491
H: 0.6671 -4.3973 -2.8263
H: 2.2380 -6.2736 -2.9910
H: 3.9249 -6.6454 -1.2281
H: 4.0240 -5.1562 0.7352
H: 2.4361 -3.2764 0.9443
H: -2.2708 -0.7867 -1.8346
H: -2.3883 0.5216 -3.8599
H: -0.3553 1.5645 -4.8608
H: 1.8828 0.9562 -4.0852
H: 1.8356 -1.5903 -4.0371
Br: -2.3770 5.1213 2.9366
C: -2.1176 6.2677 1.5739
C: -2.6197 7.6002 1.6235
C: -2.3885 8.4158 0.5577
C: -1.6651 7.9458 -0.5846
C: -1.1633 6.6378 -0.6618
C: -1.4060 5.8547 0.4149
I: -0.9682 2.4419 -0.1239
H: -3.1674 7.9292 2.4968
H: -2.7510 9.4351 0.5554
H: -1.5071 8.6265 -1.4128
H: -0.6292 6.2971 -1.5386

Output
LUMO energy (spin up / spin down) ... -8.49 / -11.55 eV
Charge ... +3
Orbital gap (spin up / spin down) ... 7.14 / 4.09 eV
Multiplicity ... 3
Highest occupied orbital energy (spin up / spin down) ... -0.5747 / -0.5748 Eh

---

Relative energies in kJ/mol: A 0.0; B 143.5

---

--- A ---
The molecule C20H19FN2O3. Source: the Open Molecules 2025 dataset; level of theory: ωB97M-V/def2-TZVPD.

CARTESIAN COORDINATES (ANGSTROEM)
C: -0.6975 2.1691 1.3182
H: -0.9036 2.1994 0.2512
O: 0.6277 1.7016 1.4442
C: 1.1814 1.8216 2.7272
C: 0.6298 0.7810 3.7208
N: 0.6604 -0.5279 3.1097
C: -0.4678 -1.1198 2.6675
O: -1.5864 -0.7992 3.0017
C: -0.2013 -2.2486 1.6545
N: 0.3261 -1.6566 0.4543
C: -0.4272 -1.0116 -0.4677
C: 0.3743 -0.3693 -1.3862
C: 1.7285 -0.6187 -0.9778
C: 2.9665 -0.2350 -1.4827
C: 4.1001 -0.6603 -0.8243
C: 4.0206 -1.4656 0.3131
C: 2.8039 -1.8616 0.8307
C: 1.6557 -1.4255 0.1795
H: 2.7614 -2.5009 1.7025
H: 4.9306 -1.7865 0.7986
H: 5.0735 -0.3717 -1.1916
H: 3.0186 0.3837 -2.3637
C: -0.0566 0.4317 -2.5165
O: 0.6899 1.0569 -3.2402
C: -1.5445 0.4154 -2.7469
C: -2.3194 1.5532 -2.5679
C: -3.6816 1.5604 -2.8073
C: -4.2897 0.4007 -3.2534
C: -3.5387 -0.7479 -3.4428
C: -2.1790 -0.7407 -3.1872
H: -1.5905 -1.6336 -3.3392
H: -4.0141 -1.6524 -3.7907
H: -5.3507 0.3950 -3.4511
H: -4.2424 2.4675 -2.6462
F: -1.7428 2.6830 -2.1095
H: -1.4992 -1.0434 -0.4095
H: 0.5086 -2.9739 2.0571
H: -1.1482 -2.7482 1.4367
H: 1.5338 -0.7711 2.6619
H: -0.4106 0.9908 3.9768
H: 1.2337 0.7875 4.6320
H: 2.2542 1.6568 2.5860
H: 1.0261 2.8310 3.1343
H: -1.4157 1.5056 1.8114
H: -0.7977 3.1781 1.7328

Output
LUMO energy ... 0.50 eV
Charge ... 0
Orbital gap ... 8.89 eV
Highest occupied orbital energy ... -0.3084 Eh

---

--- B ---
The molecule C20H19FN2O3. Source: the Open Molecules 2025 dataset; level of theory: ωB97M-V/def2-TZVPD.

CARTESIAN COORDINATES (ANGSTROEM)
O: 2.1877 2.3206 -1.7224
C: 1.8141 2.0403 -0.7219
N: 2.5958 1.7546 0.2971
C: 3.8908 1.3335 0.0838
H: 4.4786 1.8928 0.5265
C: 4.0492 -0.1782 0.6227
N: 2.7954 -0.9041 1.0981
C: 2.1039 -1.3772 -0.1772
C: 1.0909 -2.3130 0.1967
C: 0.4082 -3.0385 -0.6513
C: 0.5130 -2.5489 -1.9710
C: 1.4550 -1.7610 -2.4716
C: 2.3432 -1.3781 -1.5372
H: 3.0792 -0.3998 -1.7255
H: 1.7238 -1.6734 -3.5432
H: -0.1011 -3.2855 -2.6018
H: -0.3366 -3.8601 -0.2475
F: 0.8894 -2.6936 1.6823
C: 2.3129 0.0097 1.9523
H: 2.7947 -0.1481 3.0336
C: 1.9551 1.4020 1.5821
H: 2.4847 2.1247 2.5027
H: 0.9504 1.8075 1.8354
H: 1.1860 -0.5170 2.3884
H: 4.7321 0.0856 1.2248
H: 4.7058 -0.6395 -0.2086
H: 4.0474 1.3232 -0.9545
C: 0.2292 2.2800 -0.5287
C: -0.6158 0.9929 -0.1308
C: -1.9496 0.8947 -0.0791
C: -2.8082 2.1599 -0.2300
C: -4.2328 1.9156 -0.2126
C: -4.6960 0.7166 0.0567
C: -3.9253 -0.5791 0.0458
C: -2.5734 -0.4176 -0.0152
H: -1.8738 -1.0264 0.0405
O: -4.6514 -1.5671 0.0241
C: -6.0144 -1.0994 0.5100
O: -6.0515 0.3331 0.1611
H: -6.5904 -1.2997 1.2906
H: -6.5018 -1.6325 -0.4326
H: -4.9784 2.8807 0.1299
H: -2.4853 2.9896 -0.2441
H: -0.0698 -0.0542 -0.0794
H: -0.3613 3.1344 -0.7990

Output
LUMO energy ... -0.28 eV
Charge ... 0
Orbital gap ... 6.77 eV
Highest occupied orbital energy ... -0.2590 Eh

---

Relative energies in kJ/mol: A 0.0; B 1578.1